1.
Below is a structure of composition C6H7N, with properties calculated with wB97M-V/def2-TZVPD.

```
! wB97M-V def2-TZVPD RIJCOSX def2/J DEFGRID3
* xyz 0 1
C -0.942 0.568 -0.979
C 0.693 -0.498 -1.056
C 0.682 -1.223 0.232
C 1.431 0.109 0.055
N 0.525 0.812 1.043
C -0.826 0.672 0.491
C -0.219 -0.459 1.204
H -1.875 0.093 -1.325
H -0.812 1.520 -1.516
H -0.063 -0.200 -1.827
H 1.010 -2.249 0.396
H 2.483 0.391 0.085
H -1.563 1.271 1.014
H -0.525 -0.806 2.182
*
```

HOMO energy = -8.6 eV

=====

2.
Below is a cluster of 11 separate species, C37H93N3O16 in total, with properties calculated with wB97M-V/def2-TZVPD.

```
! wB97M-V def2-TZVPD RIJCOSX def2/J DEFGRID3
* xyz 0 1
C 4.774 7.460 3.459
C 3.951 6.305 4.003
C 4.430 6.002 5.430
C 2.473 6.696 4.052
C 1.781 6.636 2.694
C 2.007 5.307 2.014
C 3.480 4.952 1.903
C 3.564 3.498 1.423
C 4.138 5.859 0.845
N 4.096 5.055 3.228
O 5.491 4.735 3.112
H 4.307 8.006 2.637
H 4.973 8.228 4.216
H 5.761 7.121 3.138
H 5.510 6.132 5.483
H 3.916 6.636 6.157
H 4.149 4.995 5.746
H 1.938 5.996 4.704
H 2.374 7.722 4.407
H 0.718 6.909 2.739
H 2.097 7.501 2.089
H 1.514 5.358 1.034
H 1.388 4.560 2.518
H 2.903 2.840 1.994
H 4.577 3.094 1.524
H 3.347 3.391 0.359
H 4.210 5.427 -0.157
H 5.143 6.181 1.116
H 3.573 6.782 0.679
H 5.584 4.019 3.747
C -1.089 3.683 -0.156
C -1.295 2.409 0.662
C -0.533 2.570 1.988
C -2.775 2.273 0.935
C -3.192 0.877 1.360
C -2.724 -0.155 0.297
C -1.221 -0.102 0.140
C -0.543 -0.716 1.391
C -0.808 -0.979 -1.054
N -0.830 1.283 -0.125
O 0.556 1.384 -0.382
H -0.108 3.675 -0.630
H -1.906 3.881 -0.847
H -1.053 4.535 0.532
H -0.733 3.561 2.399
H -0.770 1.834 2.750
H 0.535 2.494 1.763
H -3.057 2.973 1.728
H -3.378 2.527 0.055
H -2.661 0.510 2.244
H -4.256 0.714 1.518
H -3.206 0.082 -0.658
H -3.089 -1.117 0.665
H -0.555 -0.118 2.296
H 0.537 -0.707 1.152
H -0.740 -1.779 1.525
H -1.044 -0.506 -2.008
H -1.485 -1.836 -0.952
H 0.244 -1.255 -1.041
H 0.590 1.226 -1.337
C 1.749 -5.389 -4.278
C 0.262 -5.093 -4.437
C 0.068 -3.598 -4.677
C -0.250 -5.911 -5.639
C -1.729 -6.301 -5.590
C -1.968 -7.046 -4.283
C -1.742 -6.114 -3.098
C -2.871 -5.067 -2.948
C -1.713 -6.978 -1.819
N -0.467 -5.470 -3.216
O -0.124 -4.722 -2.072
H 2.179 -5.043 -3.335
H 1.969 -6.456 -4.321
H 2.308 -4.860 -5.056
H 0.497 -3.023 -3.852
H 0.550 -3.225 -5.585
H -0.989 -3.329 -4.753
H -0.046 -5.315 -6.530
H 0.272 -6.867 -5.722
H -2.370 -5.420 -5.700
H -1.901 -6.939 -6.460
H -1.167 -7.796 -4.227
H -2.940 -7.529 -4.247
H -3.879 -5.431 -3.157
H -2.739 -4.253 -3.676
H -2.815 -4.580 -1.974
H -2.029 -6.424 -0.933
H -0.676 -7.259 -1.623
H -2.303 -7.894 -1.869
H -0.600 -3.878 -2.132
O -2.958 -3.664 2.141
C -3.931 -4.541 1.518
C -4.856 -4.973 2.618
O -5.384 -6.251 2.290
H -2.366 -3.341 1.454
H -4.476 -3.882 0.832
H -3.496 -5.388 0.991
H -5.647 -4.239 2.808
H -4.289 -5.036 3.556
H -5.968 -6.511 3.008
O -0.040 1.068 5.856
C 1.380 1.109 5.822
C 1.974 2.388 5.283
O 2.413 3.281 6.307
H -0.364 1.769 6.431
H 1.786 0.873 6.813
H 1.711 0.277 5.195
H 1.283 2.889 4.600
H 2.853 2.161 4.673
H 1.822 4.035 6.365
O 0.211 1.127 -3.578
C 1.075 0.191 -4.187
C 0.826 -0.020 -5.661
O -0.539 -0.249 -5.929
H -0.695 0.865 -3.798
H 2.110 0.414 -3.942
H 0.822 -0.781 -3.730
H 1.475 -0.847 -5.959
H 1.235 0.819 -6.247
H -0.951 0.620 -5.928
O -2.556 1.489 -4.164
C -3.320 1.889 -3.001
C -3.535 3.356 -2.946
O -4.427 3.824 -3.978
H -2.606 2.176 -4.833
H -4.270 1.354 -2.981
H -2.670 1.594 -2.175
H -2.574 3.872 -3.034
H -4.043 3.616 -2.020
H -4.079 3.584 -4.842
O 3.899 -2.666 -0.944
C 3.173 -3.360 0.088
C 3.859 -4.662 0.383
O 5.143 -4.422 0.958
H 3.781 -1.731 -0.743
H 3.171 -2.782 1.025
H 2.121 -3.434 -0.196
H 4.046 -5.212 -0.549
H 3.234 -5.313 0.991
H 5.476 -3.602 0.580
O -6.688 -0.110 2.113
H -7.196 -0.554 2.801
H -7.311 0.029 1.394
O -4.187 -1.013 3.814
H -4.674 -0.449 3.204
H -3.841 -1.727 3.262
O 3.469 -0.075 0.132
H 3.062 0.704 0.529
H 4.419 0.044 0.232
*
```

SMILES = CC1(C)CCCC(C)(C)N1O.CC1(C)CCCC(C)(C)N1O.CC1(C)CCCC(C)(C)N1O.OCCO.OCCO.OCCO.OCCO.OCCO.O.O.O
HOMO energy = -7.9 eV

=====

Asked for F_max across the records above, the calculation gives 1.7, 2.1 eV/A in order.
Asked for HOMO-LUMO gap across the records above, the calculation gives 9.64, 8.06 eV in order.
Asked for ΔE to the lowest compared entry with this formula, charge and spin across the records above, the calculation gives 647.1, 84.8 kJ/mol in order.